# 1
{
  "formula": "C56H57N4O13P2",
  "method": "ωB97M-V/def2-TZVPD",
  "lumo_energy_ev": -3.083,
  "max_force_ev_per_a": 1.32,
  "total_charge": 1,
  "elements": ["C", "O", "C", "C", "C", "C", "C", "C", "N", "C", "N", "C", "O", "C", "C", "C", "O", "C", "C", "O", "O", "N", "P", "O", "P", "N", "O", "H", "H", "H", "H", "H", "H", "H", "H", "H", "H", "H", "H", "H", "H", "H", "H", "H", "H", "H", "H", "H", "H", "H", "H", "H", "H", "H", "H", "H", "H", "H", "H", "H", "C", "C", "C", "C", "C", "C", "C", "O", "C", "C", "C", "C", "C", "C", "C", "O", "H", "H", "H", "H", "H", "H", "H", "H", "C", "C", "C", "C", "C", "C", "C", "O", "C", "C", "C", "C", "C", "C", "C", "O", "H", "H", "H", "H", "H", "H", "H", "H", "C", "C", "C", "C", "C", "C", "C", "O", "C", "C", "C", "C", "C", "C", "C", "O", "H", "H", "H", "H", "H", "H", "H", "H"],
  "coordinates": [[3.2635, 1.1951, 5.5769], [2.5714, -0.0343, 5.6568], [2.4452, -0.7232, 4.4329], [1.2455, -1.6536, 4.4923], [0.7800, -2.0539, 3.0903], [-0.1967, -1.0473, 2.4813], [-1.1332, -1.6740, 1.4429], [-1.6896, -0.6970, 0.3967], [-2.9205, -0.0105, 0.8654], [-2.8642, 1.1683, 1.4268], [-3.9290, 1.8192, 1.9976], [-3.3404, 3.0328, 2.7230], [-4.0000, 3.2585, 3.8943], [-4.8373, 4.4144, 3.9851], [-4.1179, 5.6946, 4.3796], [-3.2288, 6.3198, 3.3158], [-3.4256, 5.4301, 5.5872], [-1.9054, 2.5722, 2.8938], [-0.8027, 3.4668, 3.4352], [0.1999, 2.7037, 4.0633], [-0.3258, 2.3991, 5.3590], [-1.6748, 1.9205, 1.5441], [-1.2487, 2.9022, 0.2194], [0.0489, 3.5719, 0.4000], [-4.6191, -0.7755, 0.6165], [-4.4774, -2.2219, 1.4477], [-4.3349, -1.2612, -0.8826], [2.7871, 1.9017, 6.2567], [3.2295, 1.6043, 4.5635], [4.3078, 1.0744, 5.8767], [2.3523, -0.0172, 3.5981], [3.3457, -1.3228, 4.2480], [0.4345, -1.1525, 5.0232], [1.4985, -2.5435, 5.0696], [1.6544, -2.1260, 2.4349], [0.3305, -3.0497, 3.1193], [0.3547, -0.2214, 2.0269], [-0.7917, -0.6133, 3.2887], [-0.6469, -2.5048, 0.9282], [-1.9828, -2.0881, 1.9889], [-1.9622, -1.2085, -0.5245], [-0.9419, 0.0471, 0.1427], [-4.4384, 1.2388, 2.6590], [-3.4430, 3.8507, 2.0052], [-5.5626, 4.1720, 4.7588], [-5.3844, 4.5613, 3.0473], [-4.9342, 6.4022, 4.5837], [-2.5157, 5.6177, 2.8798], [-3.8323, 6.7402, 2.5107], [-2.6487, 7.1373, 3.7476], [-2.6354, 5.9812, 5.6392], [-1.9766, 1.7189, 3.5788], [-1.2454, 4.1748, 4.1396], [-0.2733, 4.0006, 2.6465], [0.4835, 2.0469, 5.7652], [-1.3438, 1.9738, -0.8257], [-2.3048, 3.8046, 0.0049], [-3.7315, -2.8401, 1.1514], [-4.5533, -2.1943, 2.4566], [-4.4299, -2.2229, -1.1356], [-4.4610, -4.7989, -7.1570], [-4.1807, -3.6076, -6.4994], [-4.3674, -3.5104, -5.1311], [-4.8445, -4.6038, -4.4161], [-5.1355, -5.7992, -5.0804], [-4.9363, -5.8922, -6.4502], [-5.6649, -6.9890, -4.3545], [-5.9004, -8.0267, -4.9278], [-5.9041, -6.8451, -2.8896], [-6.4403, -7.9095, -2.1774], [-6.6684, -7.7917, -0.8164], [-6.3654, -6.6071, -0.1540], [-5.8323, -5.5475, -0.8659], [-5.5937, -5.6564, -2.2279], [-5.0194, -4.4810, -2.9520], [-4.6864, -3.4462, -2.3850], [-4.3090, -4.8747, -8.2255], [-3.8153, -2.7550, -7.0559], [-4.1487, -2.5921, -4.6034], [-5.1599, -6.8258, -6.9477], [-6.6764, -8.8235, -2.7052], [-7.0925, -8.6236, -0.2702], [-6.5568, -6.5153, 0.9070], [-5.6130, -4.6058, -0.3986], [8.9444, -3.1378, 2.9564], [10.2291, -2.6058, 2.9418], [10.4149, -1.2389, 2.8229], [9.3155, -0.3970, 2.7113], [8.0256, -0.9317, 2.7142], [7.8454, -2.3039, 2.8426], [6.8294, -0.0566, 2.5699], [5.7045, -0.5128, 2.5850], [7.0575, 1.4078, 2.4040], [5.9611, 2.2439, 2.2259], [6.1475, 3.6077, 2.0807], [7.4300, 4.1449, 2.1174], [8.5256, 3.3170, 2.2923], [8.3440, 1.9464, 2.4316], [9.5434, 1.0730, 2.5998], [10.6584, 1.5427, 2.6426], [8.8030, -4.2060, 3.0552], [11.0866, -3.2604, 3.0247], [11.4062, -0.8068, 2.8154], [6.8395, -2.7006, 2.8493], [4.9713, 1.8081, 2.2018], [5.2933, 4.2570, 1.9382], [7.5736, 5.2117, 2.0075], [9.5305, 3.7156, 2.3214], [-0.5632, -0.3297, -8.9149], [-0.0825, 0.7807, -9.5997], [0.5253, 1.8153, -8.9087], [0.6507, 1.7466, -7.5268], [0.1575, 0.6364, -6.8373], [-0.4447, -0.4023, -7.5374], [0.2523, 0.5470, -5.3543], [-0.1754, -0.4126, -4.7460], [0.8846, 1.6905, -4.6332], [0.9616, 1.6489, -3.2463], [1.5419, 2.6945, -2.5500], [2.0594, 3.7885, -3.2367], [1.9923, 3.8327, -4.6187], [1.4012, 2.7876, -5.3208], [1.3222, 2.8690, -6.8100], [1.7852, 3.8138, -7.4087], [-1.0314, -1.1393, -9.4591], [-0.1813, 0.8371, -10.6756], [0.9102, 2.6837, -9.4255], [-0.8137, -1.2577, -6.9885], [0.5632, 0.7833, -2.7326], [1.5912, 2.6602, -1.4688], [2.5133, 4.6047, -2.6904], [2.3901, 4.6720, -5.1728]]
}

---

# 2
{
  "formula": "C56H58OP2ReSSi2Te",
  "method": "ωB97M-V/def2-TZVPD",
  "lumo_energy_ev": [-12.371, -13.330],
  "s2": 1.143,
  "max_force_ev_per_a": 1.89,
  "spin_multiplicity": 2,
  "total_charge": 4,
  "elements": ["Re", "O", "S", "C", "C", "C", "C", "C", "C", "C", "C", "C", "C", "P", "C", "C", "C", "C", "C", "C", "C", "C", "C", "C", "C", "C", "C", "C", "C", "C", "C", "C", "C", "C", "C", "C", "C", "C", "P", "C", "C", "C", "C", "C", "C", "C", "C", "C", "C", "C", "C", "C", "C", "H", "H", "H", "H", "H", "H", "H", "H", "H", "H", "H", "H", "H", "H", "H", "H", "H", "H", "H", "H", "H", "H", "H", "H", "H", "H", "H", "H", "H", "H", "H", "H", "H", "H", "H", "H", "C", "Si", "C", "C", "C", "Te", "C", "Si", "C", "C", "C", "H", "H", "H", "H", "H", "H", "H", "H", "H", "H", "H", "H", "H", "H", "H", "H", "H", "H", "H", "H", "H", "H"],
  "coordinates": [[-0.1250, -0.2629, 0.2332], [2.2230, 0.1340, -0.0387], [1.4962, -0.0692, -1.3398], [1.7969, 1.3661, -2.3185], [2.5920, 1.2506, -3.4502], [3.1800, 2.3605, -4.0568], [2.9502, 3.6020, -3.5018], [3.4641, 4.9558, -3.8696], [2.6858, 5.9412, -2.9674], [1.8194, 5.0751, -2.1086], [0.8739, 5.3874, -1.1601], [0.1485, 4.3393, -0.5900], [0.3792, 2.9918, -0.8654], [-0.9590, 1.8731, -0.3439], [-1.7950, 2.3836, 1.1825], [-2.9768, 1.6629, 1.4121], [-3.7071, 1.8646, 2.5742], [-3.2623, 2.7835, 3.5172], [-2.0753, 3.4751, 3.3077], [-1.3286, 3.2693, 2.1526], [-2.1228, 2.1610, -1.6972], [-3.1147, 3.1293, -1.5295], [-3.8370, 3.5644, -2.6294], [-3.5730, 3.0400, -3.8870], [-2.5906, 2.0708, -4.0489], [-1.8580, 1.6335, -2.9596], [1.3803, 2.6376, -1.8109], [2.0360, 3.7205, -2.4298], [2.1316, -1.5073, -2.1162], [3.5003, -1.5138, -2.3578], [4.1361, -2.5911, -2.9715], [3.3643, -3.6739, -3.3385], [3.7356, -4.9580, -4.0086], [2.4182, -5.7604, -4.1014], [1.3858, -4.8814, -3.4703], [0.0390, -5.0621, -3.2586], [-0.6540, -4.0653, -2.5708], [-0.0789, -2.8729, -2.1278], [-1.2193, -1.8913, -1.1030], [-1.8114, -3.0574, 0.1456], [-3.0658, -3.6625, 0.1223], [-3.3727, -4.6212, 1.0759], [-2.4421, -4.9687, 2.0496], [-1.1951, -4.3553, 2.0851], [-0.8819, -3.3959, 1.1394], [-2.6053, -1.4119, -2.1456], [-3.7508, -0.9124, -1.5161], [-4.8566, -0.5650, -2.2717], [-4.8193, -0.7038, -3.6544], [-3.6783, -1.1901, -4.2797], [-2.5652, -1.5407, -3.5320], [1.2951, -2.6254, -2.4020], [1.9827, -3.6765, -3.0463], [2.7857, 0.2714, -3.8670], [3.8143, 2.2258, -4.9223], [3.3276, 5.1631, -4.9323], [4.5414, 5.0149, -3.6954], [2.0801, 6.6374, -3.5509], [3.3454, 6.5621, -2.3584], [0.6453, 6.4121, -0.8984], [-0.6763, 4.6017, 0.0593], [-3.3294, 0.9732, 0.6506], [-4.6306, 1.3238, 2.7362], [-3.8461, 2.9666, 4.4098], [-1.7344, 4.1947, 4.0413], [-0.4059, 3.8203, 2.0163], [-3.3210, 3.5403, -0.5499], [-4.5957, 4.3247, -2.4994], [-4.1329, 3.3923, -4.7432], [-2.3882, 1.6664, -5.0322], [-1.0801, 0.8887, -3.0812], [4.0899, -0.6541, -2.0599], [5.2009, -2.5560, -3.1575], [4.4981, -5.4850, -3.4311], [4.1820, -4.7746, -4.9880], [2.4853, -6.7204, -3.5863], [2.1483, -5.9957, -5.1328], [-0.4740, -5.9567, -3.5855], [-1.7048, -4.2320, -2.3635], [-3.7906, -3.4035, -0.6386], [-4.3381, -5.1088, 1.0530], [-2.6892, -5.7288, 2.7791], [-0.4676, -4.6430, 2.8328], [0.1100, -2.9360, 1.1340], [-3.7719, -0.8300, -0.4340], [-5.7548, -0.2077, -1.7853], [-5.6858, -0.4406, -4.2466], [-3.6593, -1.3096, -5.3551], [-1.6825, -1.9297, -4.0247], [0.3967, -2.8228, 4.9393], [-1.0137, -1.6244, 5.2613], [-1.1934, -1.1796, 7.0728], [-2.5769, -2.0797, 4.3270], [-0.5470, 0.1715, 4.5778], [0.3962, 0.4466, 2.7252], [2.3430, -0.1967, 3.1452], [3.4623, 1.4069, 3.4905], [2.8934, 2.0272, 5.1666], [5.2365, 0.8289, 3.3790], [3.0985, 2.7026, 2.1506], [0.0727, -3.8306, 5.2109], [1.2704, -2.6034, 5.5559], [0.7079, -2.8523, 3.8911], [-1.5725, -2.0437, 7.6238], [-1.8952, -0.3572, 7.2218], [-0.2352, -0.9006, 7.5134], [-2.8480, -3.1177, 4.5306], [-2.4710, -1.9708, 3.2441], [-3.4178, -1.4618, 4.6498], [0.1534, 0.6376, 5.2779], [-1.4595, 0.7717, 4.5433], [2.7477, -0.7332, 2.2883], [2.3262, -0.8301, 4.0312], [2.9401, 1.2572, 5.9394], [1.8789, 2.4362, 5.1456], [3.5573, 2.8337, 5.4873], [5.4743, 0.0744, 4.1304], [5.8874, 1.6884, 3.5596], [5.4874, 0.4244, 2.3977], [2.2308, 2.4736, 1.5286], [3.9498, 2.7982, 1.4742], [2.9326, 3.6820, 2.6050]]
}